Molecular formula: C23H41N2OP3Rh
Method: DFT, ωB97M-V/def2-TZVPD

LUMO (alpha / beta): -0.339 / -0.469 Eh
Highest occupied orbital energy (alpha / beta): -15.09 / -16.83 eV
Charge: +3
Frontier orbital gap (alpha / beta): 5.85 / 4.07 eV
Relative energy (zero: lowest compared OMol25 entry of this formula, charge and spin): 13.1 kcal/mol
Multiplicity: 5

CARTESIAN COORDINATES (ANGSTROEM)
Rh: 0.16374 0.00222 -0.15391
P: 0.23049 -2.07348 -0.82357
P: 2.43472 0.10683 0.65776
P: -2.10575 0.19902 -0.03619
H: 1.17673 2.54195 -0.43075
C: 0.23489 2.49430 0.12860
C: 0.24289 2.36394 1.50754
H: 1.16522 2.46212 2.07258
C: 1.23025 -2.22711 -2.34728
C: 0.87437 -3.24878 0.42035
C: -1.29447 -2.87691 -1.44280
C: 3.33311 1.62980 1.18454
C: 2.60091 -0.96835 2.13897
C: 3.65957 -0.52905 -0.55785
C: -2.82151 1.69843 0.72318
C: -2.91455 -1.16054 0.88660
C: -2.93607 0.22673 -1.66922
H: -0.66433 2.80095 -0.40170
H: -0.69732 2.25680 2.05798
H: 0.72798 -1.64399 -3.12585
H: 1.23102 -3.27761 -2.67090
H: 2.26483 -1.88301 -2.24633
H: 0.59670 -4.27117 0.11858
H: 0.40657 -3.00588 1.38394
H: 1.96594 -3.14809 0.50763
H: -0.99538 -3.80001 -1.96851
H: -1.81982 -2.20617 -2.13529
H: -1.96223 -3.15002 -0.62715
H: 4.39041 1.55515 0.88393
H: 3.29992 1.73534 2.27757
H: 2.90406 2.51963 0.71071
H: 3.32304 -1.77483 1.94808
H: 1.63391 -1.40904 2.40865
H: 2.95886 -0.38352 2.99653
H: 4.65207 -0.13036 -0.30736
H: 3.39609 -0.16858 -1.55973
H: 3.71206 -1.62303 -0.55725
H: -3.88215 1.74584 0.42772
H: -2.31389 2.60082 0.36922
H: -2.74555 1.63397 1.81572
H: -3.22465 -1.97072 0.21004
H: -3.81580 -0.78772 1.39370
H: -2.23160 -1.56650 1.65141
H: -3.90440 0.73253 -1.54982
H: -3.09783 -0.77999 -2.05864
H: -2.33231 0.79704 -2.38358
C: -0.12497 1.38558 -3.68627
C: 0.65843 0.53400 -4.50077
C: 0.50874 0.61980 -5.88631
C: -0.30393 1.59733 -6.46533
C: -1.02112 2.47794 -5.66057
C: -0.94688 2.37294 -4.27304
O: -0.12388 1.40420 -2.32125
H: 0.42739 0.64087 -1.79723
H: 1.38616 -0.15847 -4.06820
H: 1.05570 -0.08254 -6.51303
H: -0.37710 1.67929 -7.54657
H: -1.63817 3.26557 -6.09845
H: -1.47895 3.06515 -3.61370
N: 2.53422 0.65533 6.55418
C: 1.53315 0.38814 6.00910
C: 0.28801 0.09316 5.35317
C: -0.78795 -0.47863 6.04924
C: -1.99653 -0.66777 5.37743
C: -2.08001 -0.23320 4.03158
N: -1.06343 0.32304 3.37414
C: 0.10562 0.44443 4.00619
H: -0.67060 -0.75669 7.09925
H: -2.86535 -1.12681 5.84373
H: -3.00667 -0.34981 3.46701
H: 0.93735 0.86819 3.43787

Calculated atomic charges, method Löwdin, unit e: number 1, Rh, carries 0.456; number 2, P, carries 0.675; number 3, P, carries 0.815; number 4, P, carries 0.768; number 5, H, carries 0.049; number 6, C, carries -0.162; number 7, C, carries -0.039; number 8, H, carries 0.053; number 9, C, carries -0.233; number 10, C, carries -0.206; number 11, C, carries -0.224; number 12, C, carries -0.219; number 13, C, carries -0.227; number 14, C, carries -0.225; number 15, C, carries -0.228; number 16, C, carries -0.232; number 17, C, carries -0.192; number 18, H, carries 0.045; number 19, H, carries 0.046; number 20, H, carries 0.018; number 21, H, carries 0.079; number 22, H, carries 0.026; number 23, H, carries 0.081; number 24, H, carries 0.051; number 25, H, carries 0.046; number 26, H, carries 0.080; number 27, H, carries 0.035; number 28, H, carries 0.041; number 29, H, carries 0.070; number 30, H, carries 0.065; number 31, H, carries 0.042; number 32, H, carries 0.071; number 33, H, carries 0.024; number 34, H, carries 0.059; number 35, H, carries 0.072; number 36, H, carries 0.043; number 37, H, carries 0.054; number 38, H, carries 0.074; number 39, H, carries 0.040; number 40, H, carries 0.044; number 41, H, carries 0.042; number 42, H, carries 0.070; number 43, H, carries 0.040; number 44, H, carries 0.078; number 45, H, carries 0.042; number 46, H, carries 0.022; number 47, C, carries -0.220; number 48, C, carries 0.044; number 49, C, carries 0.033; number 50, C, carries 0.062; number 51, C, carries 0.029; number 52, C, carries 0.068; number 53, O, carries -0.039; number 54, H, carries 0.052; number 55, H, carries 0.111; number 56, H, carries 0.146; number 57, H, carries 0.154; number 58, H, carries 0.149; number 59, H, carries 0.153; number 60, N, carries 0.200; number 61, C, carries -0.157; number 62, C, carries -0.187; number 63, C, carries 0.029; number 64, C, carries 0.007; number 65, C, carries -0.126; number 66, N, carries 0.037; number 67, C, carries -0.120; number 68, H, carries 0.145; number 69, H, carries 0.126; number 70, H, carries 0.094; number 71, H, carries 0.077



Molecular formula: C6H13O2
Method: DFT, ωB97M-V/def2-TZVPD

LUMO: 0.137 Eh
Highest occupied orbital energy: -3.93 eV
Charge: -1
Frontier orbital gap: 7.64 eV
Relative energy (zero: lowest compared OMol25 entry of this formula, charge and spin): 9.5 kcal/mol

CARTESIAN COORDINATES (ANGSTROEM)
C: -2.39265 0.69286 1.27654
C: -2.64607 1.73194 0.18643
C: -1.44011 -0.43542 0.75583
O: -0.54083 -0.79187 1.55643
O: -1.68965 -0.87886 -0.38614
H: -1.89446 1.20215 2.09673
H: -3.32085 0.22182 1.60321
H: -3.25761 2.57045 0.54858
H: -3.05913 1.25188 -0.69908
H: -1.67440 2.16861 -0.04542
C: 2.31751 -0.46512 -0.79795
C: 3.02325 -1.06622 -2.00678
C: 2.93683 0.81615 -0.27689
H: 1.25503 -0.28848 -0.91907
H: 2.40453 -1.21073 0.00442
H: 3.51131 -0.31049 -2.62933
H: 2.83545 1.61155 -1.02522
H: 2.33715 1.20338 0.56073
H: 3.98595 0.74095 0.03478
H: 3.79848 -1.79376 -1.75063
H: 2.34942 -1.57415 -2.70611

Calculated atomic charges, method Löwdin, unit e: number 1, C, carries -0.208; number 2, C, carries -0.147; number 3, C, carries -0.765; number 4, O, carries -0.106; number 5, O, carries -0.094; number 6, H, carries 0.082; number 7, H, carries 0.091; number 8, H, carries 0.051; number 9, H, carries 0.058; number 10, H, carries 0.062; number 11, C, carries -0.315; number 12, C, carries -0.135; number 13, C, carries -0.143; number 14, H, carries 0.093; number 15, H, carries 0.104; number 16, H, carries 0.055; number 17, H, carries 0.062; number 18, H, carries 0.070; number 19, H, carries 0.064; number 20, H, carries 0.059; number 21, H, carries 0.063



Molecular formula: C5H11O2
Method: DFT, ωB97M-V/def2-TZVPD

LUMO: 0.128 Eh
Highest occupied orbital energy: -3.46 eV
Charge: -1
Frontier orbital gap: 6.93 eV
Relative energy (zero: lowest compared OMol25 entry of this formula, charge and spin): 10.5 kcal/mol

CARTESIAN COORDINATES (ANGSTROEM)
C: -0.55815 0.94977 -1.75818
C: -1.42346 1.04882 -3.01887
H: 0.10353 0.09300 -1.80332
H: 0.00077 1.88809 -1.62092
H: -1.15676 0.86058 -0.83853
H: -1.97560 1.97108 -3.05569
H: -2.13689 0.20111 -3.00657
H: -0.81469 1.03504 -3.94480
C: 0.42173 -0.57890 1.52260
C: 0.64046 -1.94487 2.13827
C: 1.38932 0.48064 2.01509
O: 2.53107 0.16259 2.36473
O: 1.02340 1.66363 2.02328
H: 0.56349 -0.72235 0.40937
H: -0.63743 -0.25282 1.64904
H: 1.73119 -2.22329 2.01941
H: -0.06143 -2.69391 1.69129
H: 0.35943 -1.93819 3.21379

Calculated atomic charges, method Löwdin, unit e: number 1, C, carries -0.175; number 2, C, carries -0.188; number 3, H, carries 0.052; number 4, H, carries 0.073; number 5, H, carries 0.065; number 6, H, carries 0.042; number 7, H, carries 0.062; number 8, H, carries 0.060; number 9, C, carries -0.232; number 10, C, carries -0.161; number 11, C, carries -0.820; number 12, O, carries -0.081; number 13, O, carries -0.097; number 14, H, carries 0.096; number 15, H, carries 0.101; number 16, H, carries 0.080; number 17, H, carries 0.056; number 18, H, carries 0.066



Molecular formula: C11H14F5N4O3
Method: DFT, ωB97M-V/def2-TZVPD

LUMO: -0.200 Eh
Highest occupied orbital energy: -12.23 eV
Charge: +1
Frontier orbital gap: 6.79 eV

CARTESIAN COORDINATES (ANGSTROEM)
N: -4.02966 -0.58951 -2.01662
C: -2.80962 0.03047 -1.91727
N: -2.51570 0.71581 -0.56841
C: -1.11291 0.41573 -0.09017
C: -0.83756 -1.18212 0.16943
O: -2.00423 -1.79776 0.85807
N: -1.76093 0.16158 -2.99470
C: -1.48501 -1.12938 -3.72752
F: -2.07692 -1.15317 -5.11674
F: -1.79031 -2.36663 -2.97519
C: 0.16773 -1.15764 -3.98488
F: 0.59722 -2.59610 -4.05230
F: 0.49932 -0.37754 -5.19953
F: 0.74656 -0.50261 -2.75369
H: -4.31973 -1.20509 -1.19821
H: -4.67092 -0.58569 -2.83965
H: -3.24900 0.48533 0.13694
H: -0.26198 0.85980 -0.77038
H: -0.99536 0.94931 0.96953
H: 0.08563 -1.34955 0.90624
H: -0.56055 -1.77214 -0.81185
H: -2.15387 -2.71513 0.44436
H: -1.98707 0.95745 -3.64930
C: 4.14028 0.02050 3.16004
C: 4.25505 1.22997 2.47291
C: 3.13636 2.04833 2.30495
C: 1.90295 1.64602 2.83563
C: 1.78323 0.42871 3.51920
C: 2.90844 -0.38260 3.67838
N: 0.72883 2.51383 2.68451
O: 0.87109 3.57384 2.05694
O: -0.33589 2.13915 3.19638
H: 5.01659 -0.61157 3.29336
H: 5.21819 1.53658 2.07052
H: 3.24231 2.98791 1.76706
H: 0.83103 0.10191 3.93184
H: 2.82642 -1.32800 4.21012

Calculated atomic charges, method Löwdin, unit e: number 1, N, carries 0.203; number 2, C, carries -0.156; number 3, N, carries 0.102; number 4, C, carries -0.151; number 5, C, carries -0.196; number 6, O, carries -0.137; number 7, N, carries 0.150; number 8, C, carries -0.201; number 9, F, carries 0.017; number 10, F, carries 0.038; number 11, C, carries -0.119; number 12, F, carries 0.048; number 13, F, carries 0.065; number 14, F, carries 0.008; number 15, H, carries 0.170; number 16, H, carries 0.163; number 17, H, carries 0.146; number 18, H, carries 0.139; number 19, H, carries 0.137; number 20, H, carries 0.147; number 21, H, carries 0.114; number 22, H, carries 0.123; number 23, H, carries 0.187; number 24, C, carries -0.064; number 25, C, carries -0.059; number 26, C, carries 0.002; number 27, C, carries -0.153; number 28, C, carries -0.010; number 29, C, carries -0.064; number 30, N, carries -0.333; number 31, O, carries 0.067; number 32, O, carries 0.041; number 33, H, carries 0.113; number 34, H, carries 0.113; number 35, H, carries 0.121; number 36, H, carries 0.119; number 37, H, carries 0.112



Molecular formula: C25H19N2O3Re
Method: DFT, ωB97M-V/def2-TZVPD

LUMO (alpha / beta): -0.159 / -0.159 Eh
Highest occupied orbital energy (alpha / beta): -11.47 / -11.39 eV
Charge: +1
Frontier orbital gap (alpha / beta): 7.14 / 7.06 eV
Relative energy (zero: lowest compared OMol25 entry of this formula, charge and spin): 0.0 kcal/mol
Multiplicity: 2

CARTESIAN COORDINATES (ANGSTROEM)
Re: 0.95010 0.00768 0.28723
C: 2.57916 -3.07240 3.64396
O: 1.14973 -3.00278 3.58567
C: 0.61321 -3.50521 2.44165
C: 0.00061 -4.74570 2.43719
C: -0.59366 -5.25426 1.28353
C: -0.57740 -4.51514 0.12341
C: 0.01383 -3.24196 0.10521
C: 0.00878 -2.49040 -1.11551
N: 0.34440 -1.24577 -1.20755
N: 0.36929 -0.71834 -2.49949
C: 0.94461 0.43143 -2.48179
O: 1.45309 0.91049 -1.32622
C: 1.10278 1.25889 -3.67786
C: 0.52715 0.85268 -4.88233
C: 0.68046 1.63567 -6.01094
C: 1.40323 2.82118 -5.94339
C: 1.97488 3.22590 -4.74589
C: 1.82578 2.44736 -3.60988
C: 0.61756 -2.74709 1.26794
O: 1.24304 -1.54432 1.29506
H: 2.86968 -2.62396 4.58960
H: 3.03158 -2.51982 2.81875
H: 2.90971 -4.11245 3.61496
H: -0.00242 -5.30851 3.36174
H: -1.06125 -6.22831 1.30233
H: -1.02615 -4.90000 -0.78325
H: -0.28596 -2.97572 -2.04049
H: -0.03287 -0.07118 -4.92157
H: 0.23653 1.32398 -6.94649
H: 1.52096 3.43076 -6.82944
H: 2.53854 4.14747 -4.69702
H: 2.27136 2.75370 -2.67402
C: -4.11394 2.72812 2.05953
C: -4.00601 1.62307 1.19593
C: -2.77965 1.08071 0.90972
C: -1.62448 1.63487 1.48279
C: -0.31084 1.14933 1.24810
C: 0.78868 1.72410 1.82476
C: 0.71378 2.83387 2.69133
C: -0.54210 3.31442 2.93357
C: -1.72209 2.74751 2.35373
C: -2.99715 3.28172 2.62876
H: -5.08973 3.14244 2.27366
H: -4.90025 1.20165 0.75694
H: -2.68466 0.23007 0.24670
H: 1.82490 1.31169 1.60640
H: 1.59235 3.27361 3.13903
H: -0.66662 4.16632 3.59133
H: -3.08254 4.13260 3.29264

Calculated atomic charges, method Löwdin, unit e: number 1, Re, carries 1.619; number 2, C, carries -0.041; number 3, O, carries -0.078; number 4, C, carries -0.237; number 5, C, carries 0.042; number 6, C, carries -0.046; number 7, C, carries -0.019; number 8, C, carries -0.138; number 9, C, carries -0.011; number 10, N, carries -0.139; number 11, N, carries 0.113; number 12, C, carries -0.372; number 13, O, carries -0.215; number 14, C, carries -0.160; number 15, C, carries -0.018; number 16, C, carries -0.061; number 17, C, carries -0.060; number 18, C, carries -0.061; number 19, C, carries -0.016; number 20, C, carries -0.207; number 21, O, carries -0.224; number 22, H, carries 0.097; number 23, H, carries 0.086; number 24, H, carries 0.099; number 25, H, carries 0.136; number 26, H, carries 0.117; number 27, H, carries 0.122; number 28, H, carries 0.149; number 29, H, carries 0.113; number 30, H, carries 0.111; number 31, H, carries 0.111; number 32, H, carries 0.111; number 33, H, carries 0.115; number 34, C, carries -0.047; number 35, C, carries -0.046; number 36, C, carries -0.017; number 37, C, carries -0.160; number 38, C, carries -0.241; number 39, C, carries -0.174; number 40, C, carries -0.033; number 41, C, carries 0.024; number 42, C, carries -0.144; number 43, C, carries -0.012; number 44, H, carries 0.115; number 45, H, carries 0.114; number 46, H, carries 0.116; number 47, H, carries 0.099; number 48, H, carries 0.118; number 49, H, carries 0.129; number 50, H, carries 0.122



Number 1: strongest force on any atom 3.60 eV/A, total energy -2219.1724 a.u.. Number 2: strongest force on any atom 1.25 eV/A, total energy -386.9443 a.u.. Number 3: strongest force on any atom 2.23 eV/A, total energy -347.6329 a.u.. Number 4: strongest force on any atom 6.32 eV/A, total energy -1371.1177 a.u.. Number 5: strongest force on any atom 0.14 eV/A, total energy -1377.3161 a.u..